Model i:
The following is a DFT calculation (wB97M-V/def2-TZVPD) of 2 unconnected molecules or ions with the total composition C2H4O3P.

Properties
**Charge**: -1
**Orbital gap**: 8.6756 eV

Last column: Mulliken charge in e.
Positions of all 10 atoms, in Å:
C  0.153  -0.589  1.130  0.5608
C  0.975  0.307  0.304  -0.3082
O  -1.046  -0.346  1.040  -0.7314
O  0.777  -1.412  1.818  -0.6860
O  -1.873  0.915  -1.316  -0.7007
P  2.011  -0.045  -0.937  -0.1295
H  1.068  1.415  0.554  0.3503
H  -1.227  0.991  -0.567  0.3846
H  1.487  -1.304  -0.970  -0.0639
H  -2.325  0.068  -1.057  0.3239

Model ii:
The following is a DFT calculation (wB97M-V/def2-TZVPD) of a gas-phase ion, C2H4O3P (charge -1).

Properties
**Charge**: -1
**Orbital gap**: 8.6232 eV
**Structure (SMILES)**: O=C([O-])[C@H](O)P

Last column: Mulliken charge in e.
Positions of all 10 atoms, in Å:
O  -1.066  -0.625  2.219  -0.7563
C  -0.102  -0.117  1.631  0.5274
O  1.101  -0.087  1.846  -0.6837
C  -0.461  0.349  0.129  0.0312
O  -1.755  -0.018  -0.117  -0.5596
P  0.647  -0.205  -1.263  -0.1192
H  -0.440  1.641  0.425  0.1364
H  -1.936  -0.488  0.733  0.3823
H  1.203  1.056  -1.144  0.0141
H  1.445  -0.762  -0.261  0.0275

Relative energy of each structure, in kJ/mol: model i 0.0; model ii 26.2.

Model i:
The following is a DFT calculation (wB97M-V/def2-TZVPD) of a gas-phase ion, C2H4O3P (charge -1).

Properties
**Charge**: -1
**Orbital gap (spin up / spin down)**: 6.8235 / 6.8224 eV
**Structure (SMILES)**: O=PCCO[O-]

Last column: Mulliken charge in e.
Positions of all 10 atoms, in Å:
O  -3.363  0.585  -0.622  -0.4811
P  -2.449  0.215  0.469  0.2580
C  -0.687  0.326  -0.246  -0.6265
C  0.273  -0.746  0.229  -0.3546
O  -0.107  -1.983  -0.366  -0.2389
O  -1.362  -2.524  0.028  -0.6937
H  -0.227  1.377  -0.237  0.4077
H  -0.845  -0.082  -1.301  0.2406
H  1.247  -0.482  -0.084  0.2544
H  0.313  -1.030  1.326  0.2342

Model ii:
The following is a DFT calculation (wB97M-V/def2-TZVPD) of a gas-phase ion, C2H4O3P (charge -1).

Properties
**Charge**: -1
**Orbital gap**: 8.6619 eV
**Structure (SMILES)**: CC(=O)[P@@H](=O)[O-]

Last column: Mulliken charge in e.
Positions of all 10 atoms, in Å:
C  -1.351  0.535  -0.195  -0.9093
C  -0.085  0.177  0.617  0.5326
O  -0.075  0.176  1.813  -0.5084
P  1.435  -0.501  -0.243  0.5755
O  1.142  -1.874  -0.705  -0.7066
O  2.232  0.383  -1.139  -0.7230
H  -1.596  1.633  -0.277  0.2389
H  -2.227  -0.022  0.283  0.2315
H  -1.414  0.161  -1.259  0.2999
H  1.938  -0.668  1.104  -0.0312

Relative energy of each structure, in kJ/mol: model i 513.9; model ii 0.0.

Model i:
The following is a DFT calculation (wB97M-V/def2-TZVPD) of 5 unconnected molecules or ions with the total composition CH14NO4.

Properties
**Charge**: +1
**Orbital gap**: 12.1701 eV

Last column: Mulliken charge in e.
Positions of all 20 atoms, in Å:
C  0.191  2.065  1.856  -0.8439
N  -0.613  0.984  1.201  -0.1000
H  -0.091  2.064  2.911  0.3745
H  0.045  3.050  1.438  0.3414
H  1.221  1.725  1.894  0.2931
H  -1.595  0.810  1.413  0.4089
H  -0.575  1.213  0.201  0.3351
H  -0.177  0.080  1.433  0.2487
H  -2.933  -1.705  -0.534  0.3196
H  -3.032  -2.295  0.812  0.3184
O  -2.526  -1.625  0.355  -0.6216
H  0.486  -0.940  -4.456  0.3149
H  1.897  -0.390  -4.417  0.3017
O  1.117  -0.502  -3.856  -0.6370
H  1.530  1.300  -1.415  0.2843
H  0.650  0.284  -2.081  0.3417
O  0.743  0.759  -1.242  -0.6281
H  1.558  -0.988  2.871  0.2970
H  1.263  -2.208  2.038  0.2985
O  1.042  -1.278  2.107  -0.6470

Model ii:
The following is a DFT calculation (wB97M-V/def2-TZVPD) of 5 unconnected molecules or ions with the total composition CH14NO4.

Properties
**Charge**: +1
**Orbital gap**: 12.1059 eV

Last column: Mulliken charge in e.
Positions of all 20 atoms, in Å:
C  -0.619  -0.746  1.311  -0.7101
N  0.482  -1.121  0.327  -0.1905
H  -0.191  -0.046  2.020  0.2717
H  -1.296  -0.141  0.736  0.3160
H  -1.023  -1.588  1.861  0.3283
H  0.124  -0.985  -0.622  0.3234
H  0.582  -2.112  0.536  0.3454
H  1.340  -0.602  0.518  0.3549
H  -3.268  -1.949  -3.463  0.3214
H  -3.031  -0.548  -2.982  0.3047
O  -2.552  -1.344  -3.237  -0.6553
H  0.389  4.450  1.783  0.3075
H  1.889  4.400  2.056  0.3123
O  1.101  3.828  1.987  -0.6230
H  1.289  1.740  2.122  0.3288
H  2.650  1.307  1.681  0.2808
O  1.735  1.008  1.670  -0.6271
H  -0.582  -1.675  -2.914  0.3497
H  0.714  -2.282  -2.953  0.3363
O  0.266  -1.595  -2.437  -0.6750

Model iii:
The following is a DFT calculation (wB97M-V/def2-TZVPD) of 5 unconnected molecules or ions with the total composition CH14NO4.

Properties
**Charge**: +1
**Orbital gap**: 11.3225 eV

Last column: Mulliken charge in e.
Positions of all 20 atoms, in Å:
C  -0.855  0.204  -0.665  -0.7689
N  -0.938  -1.094  0.224  -0.1953
H  0.122  0.274  -1.129  0.3235
H  -1.282  1.078  -0.038  0.3054
H  -1.506  0.097  -1.551  0.3638
H  -1.859  -1.399  0.256  0.3518
H  -0.246  -1.709  -0.300  0.3079
H  -0.700  -0.651  1.130  0.3454
H  0.362  -0.308  -4.971  0.3338
H  1.920  -0.603  -4.687  0.3210
O  1.206  0.099  -4.558  -0.6521
H  -1.096  3.619  4.556  0.3343
H  -0.226  2.355  5.022  0.3281
O  -0.632  2.761  4.218  -0.7103
H  1.258  0.791  2.533  0.3025
H  -0.050  1.439  3.001  0.3795
O  0.288  0.913  2.302  -0.6398
H  1.047  -2.846  -2.379  0.3166
H  2.067  -2.541  -1.482  0.3129
O  1.121  -2.480  -1.483  -0.6600

Relative energy of each structure, in kJ/mol: model i 0.0; model ii 15.3; model iii 107.1.

Model i:
The following is a DFT calculation (wB97M-V/def2-TZVPD) of 8 unconnected molecules or ions with the total composition C8H32O8.

Properties
**Orbital gap**: 9.2562 eV
**Structure (SMILES)**: CO.CO.CO.CO.CO.CO.CO.CO

Last column: Mulliken charge in e.
Positions of all 48 atoms, in Å:
C  0.291  1.777  4.448  -0.3073
O  -0.912  2.180  3.872  -0.6078
H  0.481  0.795  4.013  0.0265
H  0.011  1.614  5.457  0.3359
H  0.937  2.609  4.139  0.1683
H  -0.941  1.889  2.964  0.3796
C  2.645  1.538  -1.946  -0.0326
O  3.592  0.743  -2.657  -0.5532
H  3.026  2.583  -2.001  0.3566
H  2.472  1.133  -0.936  -0.3360
H  1.734  1.438  -2.517  0.2382
H  3.143  -0.053  -2.976  0.3135
C  -1.465  -1.358  2.049  -0.0504
O  -2.168  -2.225  2.967  -0.5704
H  -1.607  -1.539  0.957  0.1592
H  -0.405  -1.585  2.280  0.0979
H  -1.644  -0.323  2.281  0.0846
H  -2.406  -3.076  2.599  0.3012
C  -4.111  0.312  -3.774  -0.6585
O  -3.169  0.574  -2.695  -0.4025
H  -3.974  -0.671  -4.303  0.2493
H  -4.173  1.100  -4.561  0.2340
H  -5.150  0.275  -3.429  0.2818
H  -3.393  -0.006  -1.969  0.2675
C  -0.759  -1.476  -2.956  0.0517
O  -0.101  -2.690  -3.036  -0.5038
H  -0.911  -1.268  -1.846  -0.0124
H  -1.703  -1.337  -3.487  0.0922
H  -0.045  -0.764  -3.287  0.1087
H  -0.861  -3.284  -3.090  0.3135
C  1.539  -1.735  -0.205  -0.0848
O  2.087  -1.876  1.066  -0.5571
H  0.446  -1.936  -0.176  0.1553
H  2.060  -2.427  -0.865  0.4496
H  1.618  -0.730  -0.560  -0.2774
H  2.055  -2.782  1.319  0.3014
C  -0.974  1.223  0.128  -0.4978
O  -0.484  2.115  1.096  -0.6432
H  -0.426  1.590  -0.732  0.3032
H  -2.025  1.209  -0.062  0.4395
H  -0.520  0.187  0.211  -0.0512
H  0.387  1.918  1.327  0.3837
C  2.864  0.986  1.866  -0.8084
O  1.572  0.525  1.734  -0.2135
H  3.343  1.051  0.880  0.2488
H  3.445  0.304  2.524  0.3205
H  2.933  1.948  2.305  0.3061
H  1.651  -0.463  1.602  0.1999

Model ii:
The following is a DFT calculation (wB97M-V/def2-TZVPD) of 8 unconnected molecules or ions with the total composition C8H32O8.

Properties
**Orbital gap**: 10.2770 eV
**Structure (SMILES)**: CO.CO.CO.CO.CO.CO.CO.CO

Last column: Mulliken charge in e.
Positions of all 48 atoms, in Å:
C  2.346  -3.768  2.628  -0.6492
O  1.991  -2.735  1.700  -0.4739
H  2.078  -4.765  2.203  0.2388
H  3.413  -3.828  2.842  0.2545
H  1.782  -3.703  3.581  0.2160
H  1.373  -2.150  2.144  0.5993
C  -1.725  -0.986  0.826  -0.7061
O  -1.676  0.267  1.500  -0.6076
H  -2.549  -0.983  0.087  0.2727
H  -0.848  -1.131  0.228  0.2077
H  -1.796  -1.803  1.567  0.2725
H  -1.235  0.819  0.786  0.6520
C  -0.729  2.405  -1.112  -0.7901
O  -0.409  1.159  -0.539  -0.5670
H  -0.843  3.228  -0.429  0.2947
H  -0.010  2.645  -1.847  0.3428
H  -1.706  2.434  -1.627  0.2756
H  0.520  0.994  -0.889  0.4178
C  -0.155  -1.251  4.325  -0.7609
O  0.361  -1.097  2.996  -0.5232
H  0.654  -1.483  5.058  0.2598
H  -0.805  -0.406  4.591  0.3073
H  -0.780  -2.149  4.358  0.2909
H  -0.175  -0.410  2.529  0.2300
C  0.246  -1.732  -4.531  -0.2330
O  0.532  -1.900  -3.162  -0.4477
H  -0.292  -2.623  -4.948  0.2842
H  -0.449  -0.906  -4.682  -0.2365
H  1.078  -1.577  -5.187  0.3073
H  0.653  -2.859  -3.008  0.3045
C  2.634  0.125  0.061  -0.5957
O  2.128  0.437  -1.235  -0.6080
H  3.530  0.709  0.196  0.2942
H  1.973  0.485  0.864  0.1561
H  2.751  -0.924  0.117  0.3510
H  1.959  -0.477  -1.574  0.3461
C  -2.255  1.785  -5.849  -0.0830
O  -2.186  2.849  -4.835  -0.4881
H  -1.710  0.851  -5.552  -0.1816
H  -3.274  1.563  -5.898  0.2369
H  -1.919  2.174  -6.811  0.2728
H  -1.321  3.231  -4.816  0.2795
C  -0.230  3.118  4.087  -0.4385
O  -1.442  2.918  3.249  -0.5176
H  0.219  2.157  4.248  0.1764
H  0.421  3.792  3.509  0.2076
H  -0.552  3.538  5.029  0.2478
H  -1.573  1.958  3.219  0.3107

Relative energy of each structure, in kJ/mol: model i 144.9; model ii 0.0.